1.
ORCA calculation (the ωB97M-V functional and the def2-TZVPD basis) on a gas-phase ion, C2H8N5O (charge +1).

```
! wB97M-V def2-TZVPD RIJCOSX def2/J DEFGRID3
* xyz 1 1
H 0.133 -2.574 1.982
N 0.361 -1.848 1.164
N -0.239 -0.810 1.432
N -0.943 -0.582 2.511
C 0.075 0.757 0.538
O -1.032 1.312 0.585
C 0.755 0.301 -0.748
N 0.160 0.622 -1.870
N 0.335 0.582 -3.154
H -1.126 0.381 2.661
H -0.934 -1.113 3.367
H 0.912 1.048 1.221
H 1.654 -0.257 -0.722
H -0.793 1.171 -1.648
H 1.173 0.215 -3.562
H -0.492 0.795 -3.755
*
```

HOMO energy: -13.6 eV
energy: -429.6077 hartree
orbital gap: 0.3385 hartree

2.
ORCA calculation (the ωB97M-V functional and the def2-TZVPD basis) on a molecular structure, C2H8NNiO.

```
! wB97M-V def2-TZVPD RIJCOSX def2/J DEFGRID3
* xyz -1 3
C 1.099 0.572 -1.584
Ni -0.522 -0.104 -0.290
N -0.044 -1.286 1.197
H 1.011 -0.438 -1.141
H 0.907 -1.078 1.496
H -2.024 -0.072 0.579
H 1.204 0.462 -2.667
H 1.982 1.104 -1.206
H 0.183 1.169 -1.416
H -0.645 -1.084 2.002
H -0.091 -2.298 1.095
O -1.571 2.062 1.206
C -1.489 0.991 0.728
*
```

HOMO energy (spin up / spin down): 0.6 / -3.0 eV
energy: -1719.1204 hartree
orbital gap (spin up / spin down): 0.1264 / 0.2584 hartree

Computed values of max |F| (unit: eV/A) for the preceding records, in sequence: 5.71, 4.36.